# 1
This record from OMol25 describes a 2-piece molecular cluster, C3H11NO overall in a non-equilibrium geometry. The level of theory is wB97M-V/def2-TZVPD.

Structure (XYZ):
```
16
Properties=species:S:1:pos:R:3:nbo_charge:R:1
C -1.3475 -0.4599 0.1551 -0.630
C 0.1677 -0.4102 0.1136 -0.062
C 0.7798 -1.6127 0.8433 -0.612
N 0.7249 -0.3801 -1.2375 -0.857
H -1.7522 -0.0397 1.0759 0.213
H -1.8893 -0.0767 -0.7064 0.214
H -1.7183 -1.4973 0.2628 0.195
H 0.5219 0.4831 0.6342 0.194
H 1.8396 -1.6912 0.5854 0.218
H 0.7817 -1.5643 1.9314 0.211
H 0.2883 -2.5164 0.4775 0.194
H 0.5990 0.4958 -1.6867 0.360
H 0.5114 -1.2136 -1.7770 0.360
H 0.3221 3.1652 -0.9292 0.468
H 0.3314 4.0075 0.3610 0.472
O -0.1605 3.3104 -0.1033 -0.938
```

Output
Highest occupied orbital energy = -8.9 eV
LUMO level = 0.8 eV
Orbital gap = 0.355 Ha
SMILES = CC(C)N.O
Total energy = -250.87664 hartree



# 2
This record from OMol25 describes a 2-piece molecular cluster, C3H11NO2 overall in a non-equilibrium geometry. The level of theory is wB97M-V/def2-TZVPD.

Structure (XYZ):
```
17
Properties=species:S:1:pos:R:3:nbo_charge:R:1
C -1.3792 1.6109 0.5695 -0.431
N -0.7736 0.7200 -0.4316 -0.597
C 0.5761 0.2677 0.0158 -0.265
C 0.8606 -0.5064 1.3113 -0.096
O 2.0781 -1.2737 1.0503 -0.705
H -0.9307 2.6099 0.5034 0.190
H -2.4288 1.7365 0.2999 0.205
H -1.3191 1.3586 1.6387 0.171
H -1.3798 -0.0954 -0.4188 0.342
H 1.1785 1.1785 0.0177 0.188
H 0.9174 -0.4377 -0.7306 0.191
H 0.1581 -1.2619 1.6280 0.189
H 1.0486 0.2448 2.0988 0.163
H 2.6365 -0.6145 0.6163 0.454
H -0.3449 -1.4920 -1.9921 0.472
H -0.3587 -1.8803 -3.5365 0.478
O -0.5391 -2.1650 -2.6401 -0.949
```

Output
Highest occupied orbital energy = -9.5 eV
LUMO level = 0.9 eV
Orbital gap = 0.382 Ha
SMILES = CNCCO.O
Total energy = -326.08843 hartree